Record 1
This record from the OMol25 dataset describes a molecular structure, C31H17F6I2N5O5PtS2Se. The level of theory is ωB97M-V/def2-TZVPD.

Kohn-Sham gap (alpha / beta), eV: 4.7 / 6.1
Energy relative to the best compared isomer or geometry (same formula, charge and spin), kcal per mole: 39.7
Electronic energy, Ha: -6353.21109
E_LUMO (alpha / beta), eV: 3.318 / 3.318

Structure (ORCA input):
```
! wB97M-V def2-TZVPD RIJCOSX def2/J DEFGRID3
* xyz -2 3
Pt 0.4669 0.4241 0.2391
I 0.6537 0.4422 5.6247
C -0.6066 -0.8129 4.5336
C -1.2893 -1.7409 5.3383
C -2.1887 -2.6265 4.8261
I -3.1400 -3.9533 6.1350
C -2.4573 -2.6184 3.4359
C -3.4193 -3.4407 2.8148
C -3.6116 -3.3669 1.4666
C -2.8212 -2.4692 0.7312
N -1.9327 -1.6849 1.2829
C -1.7344 -1.7176 2.6099
C -0.7568 -0.7381 3.1332
O -0.1386 0.1003 2.3862
H -1.0830 -1.7454 6.3994
H -4.0011 -4.1205 3.4244
H -4.3533 -3.9754 0.9657
H -2.9321 -2.4079 -0.3457
C 1.1067 1.1330 -1.4079
C 1.5718 1.8565 -2.2776
C 2.1460 2.6902 -3.2241
C 3.5811 2.9683 -3.0802
C 4.4179 3.1939 -4.1794
C 5.7667 3.4623 -4.0038
C 6.3114 3.5036 -2.7259
C 5.4974 3.2545 -1.6272
C 4.1504 2.9862 -1.8005
C 1.2976 3.3446 -4.2128
C 0.0064 2.8422 -4.4568
C -0.8498 3.4677 -5.3424
C -0.4531 4.6198 -6.0158
C 0.8141 5.1362 -5.7791
C 1.6780 4.5115 -4.8940
H 4.0084 3.1299 -5.1799
H 6.3958 3.6350 -4.8694
H 7.3628 3.7261 -2.5884
H 5.9004 3.2681 -0.6223
H 3.5215 2.7992 -0.9378
H -0.3165 1.9585 -3.9204
H -1.8388 3.0559 -5.5023
H -1.1303 5.1176 -6.6993
H 1.1313 6.0451 -6.2777
H 2.6461 4.9519 -4.6981
F -0.3259 2.8443 3.5914
C 0.2896 3.5337 2.6510
F 0.4353 4.7956 3.0815
F -0.4556 3.5544 1.5561
S 1.9916 2.9145 2.1082
O 1.6777 2.0512 0.9620
O 2.6370 4.1405 1.7382
N 2.6690 2.1847 3.3037
S 4.0219 1.3892 3.0377
O 4.7026 1.7758 1.8338
O 4.7495 1.3307 4.2715
C 3.5546 -0.3915 2.7279
F 4.5212 -1.1788 3.2241
F 2.4132 -0.7224 3.3140
F 3.4628 -0.6375 1.4234
Se -3.5911 0.4729 -2.6191
N -3.2034 -1.1763 -3.2547
C -2.0992 -1.5609 -2.6194
C -1.4381 -2.7850 -2.8071
C -0.2902 -3.0413 -2.0628
C 0.1816 -2.1061 -1.1623
N -0.4286 -0.9273 -0.9436
C -1.5510 -0.6090 -1.6442
N -2.1829 0.5294 -1.4884
H -1.8328 -3.4988 -3.5180
H 0.2547 -3.9690 -2.1737
H 1.0783 -2.2777 -0.5853
*
```


Record 2
This record from the OMol25 dataset describes a molecular structure, C31H20ClCoF15GeIN4O2S in a non-equilibrium geometry. The level of theory is ωB97M-V/def2-TZVPD.

Kohn-Sham gap (alpha / beta), eV: 4.4 / 5.4
Electronic energy, Ha: -7676.64141
E_LUMO (alpha / beta), eV: 0.924 / 0.923

Structure (ORCA input):
```
! wB97M-V def2-TZVPD RIJCOSX def2/J DEFGRID3
* xyz -1 4
Co -0.7004 0.0975 -0.8672
N 2.8347 0.9131 -0.9239
C 3.1407 -0.4377 -0.4936
C 4.4688 -0.9943 -1.0318
C 5.7046 -0.2186 -0.5606
C 6.1938 -0.5633 0.8558
N 5.2185 -0.4382 1.9253
C 4.5412 0.7106 2.1899
N 4.9915 1.9080 1.7212
N 3.4511 0.6781 3.0062
C 1.9690 -1.4241 -0.8664
O 2.1715 -2.6132 -0.6766
O 0.9291 -0.8835 -1.3301
H 2.2676 0.8690 -1.7676
H 3.6727 1.4448 -1.1372
H 3.1487 -0.4441 0.6037
H 4.4339 -0.9555 -2.1261
H 4.5456 -2.0451 -0.7441
H 5.5023 0.8538 -0.6181
H 6.5338 -0.4321 -1.2405
H 7.0532 0.0731 1.0997
H 6.5361 -1.5982 0.8826
H 4.6864 -1.2803 2.0998
H 5.9813 1.9832 1.5477
H 4.5481 2.7333 2.0897
H 3.0004 -0.2223 3.1095
H 2.7622 1.4151 2.8874
I -1.8142 1.1974 -2.7625
Cl -2.4958 3.3849 1.3530
C -1.3697 2.4503 2.2820
C -1.4840 2.4772 3.6569
C -0.6265 1.7160 4.4373
C 0.2871 0.8711 3.8192
C 0.4012 0.8556 2.4489
C -0.3800 1.6915 1.6234
C -0.0961 1.7759 0.2176
H -2.2372 3.1035 4.1143
H -0.6949 1.7547 5.5142
H 0.9090 0.2251 4.4245
H 1.0609 0.1604 1.9483
H 0.9707 1.6523 0.0181
H -0.4964 2.6746 -0.2514
F -5.5884 -4.5172 0.9576
C -5.1005 -4.0972 2.1389
C -4.2341 -3.0213 2.1621
C -3.8539 -2.5682 3.4138
F -3.0811 -1.4879 3.5145
C -4.2689 -3.1882 4.5861
F -3.8813 -2.7118 5.7797
C -5.0857 -4.3111 4.5238
F -5.4649 -4.9450 5.6432
C -5.5162 -4.7609 3.2819
F -6.3266 -5.8268 3.1918
Ge -3.4624 -2.3175 0.4360
S -1.7007 -1.2090 0.8114
C -4.9895 -1.3397 -0.4102
C -4.9127 -1.0674 -1.7634
F -3.8686 -1.5762 -2.4238
C -5.8966 -0.3514 -2.4287
F -5.8332 -0.1212 -3.7405
C -6.9909 0.1091 -1.6990
F -7.9661 0.7907 -2.3136
C -7.0881 -0.1467 -0.3359
F -8.1559 0.2833 0.3559
C -6.0746 -0.8589 0.2904
F -6.1633 -1.1152 1.6082
C -3.4079 -4.0772 -0.5860
C -2.4481 -4.9753 -0.1607
F -1.7005 -4.6279 0.8996
C -2.2724 -6.2260 -0.7338
F -1.3516 -7.0786 -0.2638
C -3.0922 -6.5963 -1.7943
F -2.9468 -7.7927 -2.3802
C -4.0966 -5.7338 -2.2154
F -4.9290 -6.1096 -3.1969
C -4.2496 -4.4975 -1.5996
F -5.2927 -3.7468 -1.9710
*
```


Record 3
This record from the OMol25 dataset describes 3 unconnected molecules or ions with the total composition C31H21BNO7 in a non-equilibrium geometry. The level of theory is ωB97M-V/def2-TZVPD.

Kohn-Sham gap, eV: 5.6
Electronic energy, Ha: -1800.39010
E_LUMO, eV: 0.391

Structure (ORCA input):
```
! wB97M-V def2-TZVPD RIJCOSX def2/J DEFGRID3
* xyz -1 1
N -0.0121 0.1822 -4.5962
C -0.3627 0.8083 -5.5133
O -0.4807 1.3414 -6.6330
B 0.1390 2.7483 -6.7391
O 1.1484 2.9006 -5.6660
C 0.8335 4.1225 -5.0494
C -0.3870 4.7726 -5.7601
O -0.9533 3.6808 -6.4320
H 0.7190 2.9378 -7.7917
H 0.4224 3.8313 -4.0684
H 1.7099 4.7348 -4.8249
H -1.0003 5.1602 -4.9459
H -0.1954 5.5772 -6.4779
C -7.3018 2.3040 0.2723
C -6.8809 2.3816 1.5962
C -5.5681 2.0921 1.9246
C -4.6715 1.7127 0.9330
C -5.0995 1.6132 -0.3905
C -6.4140 1.9203 -0.7177
C -4.1653 1.1618 -1.4649
O -4.5480 1.0817 -2.6122
C -2.7719 0.8086 -1.0863
C -1.8991 0.3341 -2.0579
C -0.5945 0.0116 -1.7211
C -0.1560 0.1731 -0.4086
C -1.0227 0.6431 0.5670
C -2.3339 0.9535 0.2369
C -3.2562 1.4209 1.2998
O -2.8790 1.5598 2.4491
H -8.3266 2.5393 0.0153
H -7.5793 2.6707 2.3710
H -5.2368 2.1567 2.9517
H -6.7396 1.8544 -1.7466
H -2.2333 0.2123 -3.0778
H 0.0751 -0.3594 -2.4784
H 0.8658 -0.0727 -0.1473
H -0.6762 0.7631 1.5851
C 0.0842 -1.9679 3.5088
C 0.5018 -1.8938 4.8337
C 1.8131 -2.1862 5.1673
C 2.7122 -2.5657 4.1789
C 2.2870 -2.6624 2.8513
C 0.9745 -2.3519 2.5200
C 3.2211 -3.1123 1.7834
O 2.8565 -3.1934 0.6307
C 4.6157 -3.4695 2.1672
C 5.4876 -3.9433 1.1957
C 6.7899 -4.2667 1.5344
C 7.2304 -4.1102 2.8449
C 6.3642 -3.6432 3.8180
C 5.0524 -3.3295 3.4858
C 4.1227 -2.8598 4.5504
O 4.5071 -2.7255 5.6945
H -0.9389 -1.7294 3.2489
H -0.1987 -1.6045 5.6059
H 2.1399 -2.1233 6.1958
H 0.6441 -2.4133 1.4918
H 5.1451 -4.0609 0.1770
H 7.4662 -4.6400 0.7768
H 8.2511 -4.3571 3.1062
H 6.7035 -3.5248 4.8376
*
```


Record 4
This record from the OMol25 dataset describes a molecular structure, C31H21BiCl2F3N2O9Sb. The level of theory is ωB97M-V/def2-TZVPD.

Kohn-Sham gap, eV: 7.2
Energy relative to the best compared isomer or geometry (same formula, charge and spin), kcal per mole: 0.0
Electronic energy, Ha: -3655.64910
E_LUMO, eV: 3.899

Structure (ORCA input):
```
! wB97M-V def2-TZVPD RIJCOSX def2/J DEFGRID3
* xyz -2 1
Bi -1.1262 1.9604 -0.1587
N -2.8672 -0.1984 0.0123
C -4.0838 0.5727 0.2881
C -3.8387 1.4339 1.5156
O -4.5444 1.3089 2.5246
N -2.8167 2.2867 1.3503
C -2.3456 3.0360 2.4992
C -0.9643 2.5346 2.9131
O -0.5431 2.6751 4.0457
O -0.2758 1.9549 1.9516
H -2.7702 -0.4346 -0.9695
H -2.8076 -1.0372 0.5766
H -4.9806 -0.0216 0.4670
H -4.2495 1.2084 -0.5850
H -3.0248 2.9447 3.3435
H -2.2304 4.0925 2.2419
O 2.6379 4.0522 -0.0403
C 1.5046 3.6488 -0.2108
O 1.1576 2.4285 -0.4628
C 0.2994 4.6688 -0.1328
O 0.4990 5.8590 -0.1316
O -0.9004 4.1264 -0.0837
Cl -1.4625 0.7787 -8.1570
C -1.8372 0.9467 -6.4437
C -2.7455 1.9361 -6.0298
C -3.0494 2.0739 -4.7084
Cl -4.1747 3.3101 -4.2192
C -2.4886 1.2353 -3.6586
O -2.7990 1.3939 -2.4593
C -1.5626 0.2462 -4.1504
C -0.8904 -0.7179 -3.2887
O -1.0312 -0.8874 -2.0912
C -1.2621 0.1285 -5.5178
H -3.1993 2.5942 -6.7597
H -0.2217 -1.4119 -3.8456
H -0.5569 -0.6343 -5.8313
F 6.2061 0.6552 3.5322
C 5.0110 0.4041 2.9301
C 4.2273 1.4637 2.5367
C 3.0067 1.1926 1.9225
C 2.5971 -0.1205 1.7087
C 3.4240 -1.1641 2.1200
C 4.6407 -0.9129 2.7394
Sb 0.7430 -0.5340 0.7278
C 0.0533 -1.8628 2.2570
C 0.3910 -3.2107 2.3757
C -0.0717 -3.9788 3.4408
C -0.8756 -3.3724 4.3815
F -1.3299 -4.1169 5.4250
C -1.2346 -2.0445 4.3078
C -0.7662 -1.2931 3.2365
C 1.6423 -1.9432 -0.6245
C 1.1223 -3.1793 -0.9989
C 1.7208 -3.9516 -1.9922
C 2.8392 -3.4523 -2.6206
F 3.4344 -4.2015 -3.5885
C 3.3725 -2.2185 -2.3139
C 2.7632 -1.4677 -1.3151
H 4.5569 2.4818 2.6947
H 2.3859 2.0202 1.6048
H 3.1274 -2.1965 1.9607
H 5.2921 -1.7122 3.0689
H 1.0373 -3.6822 1.6456
H 0.1859 -5.0251 3.5455
H -1.8668 -1.6067 5.0688
H -1.0401 -0.2440 3.1781
H 0.2163 -3.5549 -0.5372
H 1.3221 -4.9139 -2.2865
H 4.2397 -1.8562 -2.8503
H 3.1781 -0.4942 -1.0746
*
```


Record 5
This record from the OMol25 dataset describes a molecular structure, C31H21BrCrN5O10 in a non-equilibrium geometry. The level of theory is ωB97M-V/def2-TZVPD.

Kohn-Sham gap (alpha / beta), eV: 7.4 / 7.4
Energy relative to the best compared isomer or geometry (same formula, charge and spin), kcal per mole: 0.0
Electronic energy, Ha: -5838.87806
E_LUMO (alpha / beta), eV: 4.068 / 4.070

Structure (ORCA input):
```
! wB97M-V def2-TZVPD RIJCOSX def2/J DEFGRID3
* xyz -2 2
Cr 0.3286 -0.9640 0.9767
O 2.6892 3.1654 -1.9377
C 1.4119 3.4899 -2.1838
C 1.1197 4.2107 -3.3445
C -0.1817 4.5701 -3.6337
C -1.2199 4.2195 -2.7754
C -0.9321 3.5019 -1.6269
C 0.3705 3.1273 -1.3100
C 0.6894 2.3227 -0.0877
O 1.8885 2.0801 0.1778
N -0.3649 2.0152 0.6744
N -0.2001 0.9583 1.4856
C -0.7460 1.0454 2.6588
C -0.6564 -0.1064 3.5130
C -1.1544 -0.1488 4.8148
C -0.9836 -1.2959 5.5577
C -0.3128 -2.3764 4.9943
C 0.1388 -2.2732 3.6943
N -0.0384 -1.1698 2.9664
H 2.6540 2.6636 -1.0629
H 1.9369 4.4614 -4.0083
H -0.3918 5.1225 -4.5429
H -2.2407 4.4940 -3.0074
H -1.7179 3.1947 -0.9510
H -1.2050 1.9744 2.9783
H -1.6697 0.7143 5.2126
H -1.3728 -1.3572 6.5658
H -0.1530 -3.2925 5.5437
H 0.6551 -3.0836 3.1970
O -5.4494 -4.8655 1.3104
C -5.4833 -3.6276 1.2219
O -6.4564 -2.8507 1.2187
C -4.1040 -2.9415 1.0303
C -4.0124 -1.5569 0.9364
C -2.7723 -0.9546 0.8393
N -1.6432 -1.6644 0.8331
C -1.7177 -2.9988 0.8685
C -2.9221 -3.6699 0.9699
C -0.3714 -3.6934 0.8659
O -0.2935 -4.9044 0.9490
O 0.6362 -2.8767 0.8370
H -4.9228 -0.9747 0.9551
H -2.6634 0.1205 0.7563
H -2.9381 -4.7488 1.0206
O 2.3672 0.3211 3.2938
C 2.8956 -0.0364 2.2553
C 4.3619 0.2301 1.9338
C 4.5884 -0.5049 0.6272
C 3.1932 -0.9857 0.2280
O 2.9490 -1.5141 -0.8318
N 2.2896 -0.7079 1.2322
H 4.9888 -0.0960 2.7640
H 4.4690 1.3110 1.8318
H 5.2308 -1.3819 0.7265
H 4.9875 0.1160 -0.1741
Br -2.3045 1.1288 -2.6089
C -0.6978 0.7900 -3.5618
C -0.4081 1.5647 -4.6724
C 0.7641 1.3295 -5.3737
C 1.6326 0.3297 -4.9597
C 1.3302 -0.4344 -3.8444
C 0.1561 -0.2142 -3.1343
C -0.1239 -1.0353 -1.8935
O -0.6103 -2.1405 -1.9722
O 0.2275 -0.3828 -0.8355
H -1.0853 2.3543 -4.9666
H 1.0044 1.9429 -6.2333
H 2.5571 0.1582 -5.4961
H 2.0091 -1.1982 -3.4858
*
```


Record 6
This record from the OMol25 dataset describes a molecular structure, C31H21CdF10N7O2S. The level of theory is ωB97M-V/def2-TZVPD.

Kohn-Sham gap, eV: 6.0
Energy relative to the best compared isomer or geometry (same formula, charge and spin), kcal per mole: 13.8
Electronic energy, Ha: -3292.29953
E_LUMO, eV: 4.058

Structure (ORCA input):
```
! wB97M-V def2-TZVPD RIJCOSX def2/J DEFGRID3
* xyz -2 1
Cd 0.1656 -0.2374 -0.1006
O 1.9035 3.8822 -2.4415
C 0.9513 4.0401 -3.3731
C 1.0435 5.1407 -4.2265
C 0.0730 5.3610 -5.1865
C -1.0027 4.4877 -5.3189
C -1.0819 3.3840 -4.4829
C -0.1155 3.1354 -3.5124
C -0.2039 1.9410 -2.6097
O 0.5243 1.9212 -1.5823
N -1.0927 1.0154 -2.9926
N -1.1831 0.0334 -2.0736
C -1.9321 -0.9616 -2.3622
C -2.1428 -1.9974 -1.3383
C -2.7688 -3.2731 -1.7532
C -2.9924 -4.2514 -0.8843
C -2.6090 -4.1296 0.5556
C -1.8682 -2.7909 0.8461
N -1.8295 -1.7384 -0.1286
H 1.6235 3.0780 -1.9228
H 1.8860 5.8111 -4.1097
H 0.1559 6.2232 -5.8394
H -1.7684 4.6673 -6.0631
H -1.8953 2.6754 -4.5660
H -2.4186 -1.0335 -3.3325
H -3.0685 -3.3699 -2.7903
H -3.4902 -5.1617 -1.2005
H -3.4567 -4.3600 1.2017
H -2.1039 -2.3664 1.8220
C 2.6309 1.8797 0.7677
N 1.8259 0.8753 1.4512
C 2.7052 -0.1836 1.9490
C 1.9758 -1.3534 2.5888
N 0.9522 -1.8634 1.7001
C 0.4324 -3.0365 1.9780
C -0.5146 -3.5397 0.9030
F 0.1156 -3.5033 -0.3187
C -1.3132 -4.8828 0.9867
F -0.9151 -5.8319 0.0337
C -1.2534 -5.4512 2.3233
F -2.0390 -6.5433 2.5831
C -0.3592 -5.0033 3.2224
F -0.2981 -5.6289 4.4147
C 0.5108 -3.8733 3.0729
F 1.1898 -3.5260 4.2197
C 1.0078 1.4675 2.5103
C -0.2283 2.1616 1.9502
N -1.1372 1.2778 1.2370
C -2.2051 0.7752 1.8879
C -2.3951 0.5554 3.2739
F -1.4061 0.8367 4.1635
C -3.5261 -0.0327 3.8191
F -3.5831 -0.2488 5.1502
C -4.5757 -0.4334 3.0260
F -5.6723 -1.0265 3.5520
C -4.4669 -0.2033 1.6632
F -5.4994 -0.5306 0.8576
C -3.3497 0.3947 1.1306
F -3.3881 0.6881 -0.1808
H 3.3454 2.3452 1.4659
H 1.9944 2.6522 0.3463
H 3.1859 1.4116 -0.0471
H 3.4188 0.2338 2.6813
H 3.2814 -0.5514 1.0969
H 1.5661 -1.0674 3.5654
H 2.7369 -2.1151 2.7956
H 1.6108 2.1796 3.1029
H 0.6803 0.6762 3.1774
H 0.0992 2.9227 1.2342
H -0.7172 2.7018 2.7677
S 4.6545 -0.9979 -1.8617
C 3.0297 -0.9546 -1.5727
N 1.8873 -0.9140 -1.3445
*
```


Record 7
This record from the OMol25 dataset describes a molecular structure, C31H21Cl3GaN7O4S in a non-equilibrium geometry. The level of theory is ωB97M-V/def2-TZVPD.

Kohn-Sham gap, eV: 6.5
Energy relative to the best compared isomer or geometry (same formula, charge and spin), kcal per mole: 0.0
Electronic energy, Ha: -5581.81266
E_LUMO, eV: -1.605

Structure (ORCA input):
```
! wB97M-V def2-TZVPD RIJCOSX def2/J DEFGRID3
* xyz 0 1
Ga 0.7163 0.3589 0.9364
O -2.0577 -5.8882 0.7116
C -1.2096 -5.5905 1.5614
O -0.5392 -6.2322 2.3794
C -0.8975 -4.0375 1.6005
C 0.2002 -3.5799 2.3172
C 0.4769 -2.2235 2.3129
N -0.2545 -1.3745 1.5982
C -1.3051 -1.7942 0.8953
C -1.6788 -3.1271 0.9037
C -1.9432 -0.7297 0.0953
C -3.0846 -0.9192 -0.6702
C -3.5919 0.1476 -1.3931
C -2.9624 1.3806 -1.3152
C -1.8222 1.4902 -0.5421
N -1.3181 0.4572 0.1285
C 1.5765 -1.5741 3.0478
C 2.1618 -2.1569 4.1633
C 3.1145 -1.4475 4.8720
C 3.4415 -0.1657 4.4557
C 2.8283 0.3415 3.3277
N 1.9257 -0.3464 2.6289
H 0.8106 -4.3132 2.8278
H -2.5342 -3.4964 0.3542
H -3.5635 -1.8869 -0.7043
H -4.4676 0.0126 -2.0138
H -3.3427 2.2381 -1.8513
H -1.2803 2.4249 -0.4571
H 1.8475 -3.1419 4.4767
H 3.5801 -1.8807 5.7466
H 4.1539 0.4379 4.9991
H 3.0605 1.3389 2.9811
S 1.3453 -1.1263 -0.8422
C 0.8431 0.1518 -1.9631
N 0.1313 -0.0478 -3.0238
N -0.3193 -1.2490 -3.2393
C -1.2424 -1.5111 -4.2544
C -1.6811 -0.5028 -5.1143
C -2.6189 -0.7951 -6.0887
C -3.1278 -2.0813 -6.2169
C -2.6854 -3.0804 -5.3622
C -1.7469 -2.8025 -4.3830
N 1.1903 1.4452 -1.7310
N 1.6076 1.7162 -0.5805
C 2.1541 3.0009 -0.4076
C 2.8954 3.2395 0.7440
C 3.5024 4.4632 0.9469
C 3.3800 5.4607 -0.0088
C 2.6447 5.2267 -1.1643
C 2.0297 4.0076 -1.3702
H -0.0819 -1.9854 -2.5794
H -1.2699 0.4904 -5.0058
H -2.9560 -0.0119 -6.7554
H -3.8600 -2.3037 -6.9816
H -3.0728 -4.0857 -5.4601
H -1.4023 -3.5859 -3.7168
H 3.0107 2.4360 1.4558
H 4.0668 4.6452 1.8513
H 3.8589 6.4188 0.1435
H 2.5515 6.0019 -1.9136
H 1.4600 3.8073 -2.2660
Cl -1.4991 0.8190 3.7888
C -0.7409 2.3959 3.9895
Cl -2.0056 3.6242 4.0954
Cl 0.2076 2.3861 5.4876
C 0.2400 2.8133 2.8110
O 0.7351 3.9049 2.9093
O 0.4143 1.9916 1.8319
*
```